i | {
  "formula": "CH7NO",
  "method": "wB97M-V/def2-TZVPD",
  "species": ["O", "H", "C", "N", "H", "H", "H", "H", "H", "H"],
  "coordinates": [[1.1173, 0.3238, 1.4401], [1.4729, -0.7073, 1.6085], [0.6053, -0.0613, 0.2461], [-1.1358, 0.1156, 0.5552], [0.4190, 0.4710, -2.3522], [1.1115, 0.2535, -0.8325], [0.8190, 0.0213, -2.8128], [-1.0724, -0.7968, 0.1630], [-2.1355, 0.4595, 0.4460], [-1.2012, -0.0793, 1.5386]],
  "lumo_energy_ev": 0.8,
  "total_charge": 0,
  "spin_multiplicity": 1,
  "homo_ev": -6.2
}



ii | {
  "formula": "CH7NO",
  "method": "wB97M-V/def2-TZVPD",
  "species": ["C", "H", "H", "H", "H", "H", "H", "H", "N", "O"],
  "coordinates": [[1.8907, 0.2727, -0.0480], [-3.1900, -0.1880, 0.8405], [-3.2505, -0.6343, -0.6509], [0.2126, -0.2852, 0.7890], [0.1497, -0.4386, -0.8377], [2.9357, -0.0838, -0.4910], [1.5104, 1.2212, -0.6063], [2.2994, 0.5242, 1.0243], [0.7814, -0.5762, 0.0208], [-3.3394, 0.1881, -0.0407]],
  "lumo_energy_ev": 0.7,
  "total_charge": 0,
  "spin_multiplicity": 1,
  "homo_ev": -9.2,
  "smiles": "CN.O"
}



iii | {
  "formula": "CH7NO",
  "method": "wB97M-V/def2-TZVPD",
  "species": ["N", "C", "H", "H", "H", "H", "H", "O", "H", "H"],
  "coordinates": [[-0.4374, -0.5241, 0.4038], [0.7741, 0.1921, 0.8185], [-0.2864, -1.5373, 0.4601], [-1.2094, -0.3153, 1.0465], [1.5836, -0.0599, 0.1130], [1.1132, -0.0427, 1.8415], [0.5753, 1.2750, 0.7536], [-0.4087, 0.5974, -1.8890], [-0.5609, 0.0859, -1.0623], [-1.1435, 0.3288, -2.4858]],
  "lumo_energy_ev": 1.0,
  "total_charge": 0,
  "spin_multiplicity": 1,
  "homo_ev": -9.9,
  "smiles": "CN.O"
}



iii takes first place; second place is 92.7 kJ/mol up.